a) Computed, not measured: a cluster of 2 separate species, ClH3P2 in total, with the ωB97M-V functional and the def2-TZVPD basis.

Geometry (Å):
P1 -0.78 0.15 -0.74
P2 0.56 -0.59 0.72
Cl1 2.67 0.95 -0.57
H1 -1.04 -1.15 -1.20
H2 -1.78 0.00 0.38
H3 0.37 0.64 1.40

- HOMO level (eV) = -9.9
- total charge = 0
- Kohn-Sham gap (eV) = 7.526
- LUMO energy (eV) = -2.3545

***

b) Computed, not measured: a cluster of 2 separate species, ClH3P2 in total, with the ωB97M-V functional and the def2-TZVPD basis.

Geometry (Å):
P1 0.64 0.38 -0.88
P2 -0.96 0.02 0.48
Cl1 0.77 -1.42 2.47
H1 0.69 -0.96 -1.31
H2 -0.30 0.71 -1.89
H3 -0.84 1.27 1.14

- HOMO level (spin up / spin down) (eV) = -9.9 / -9.9
- total charge = 0
- Kohn-Sham gap (spin up / spin down) (eV) = 7.075 / 7.061
- LUMO energy (spin up / spin down) (eV) = -2.7825 / -2.7896

***

What should be chosen as the most stable of them? Choose a).

***

a) Computed, not measured: a structure of composition CH3BrP2, with the ωB97M-V functional and the def2-TZVPD basis.

Geometry (Å):
C1 1.52 0.14 0.39
P1 -0.69 0.23 1.19
P2 -1.33 -0.71 -0.61
Br1 2.87 1.00 1.25
H1 1.72 -0.43 -0.49
H2 -2.69 -0.64 -0.29
H3 -1.42 0.41 -1.43

- HOMO level (spin up / spin down) (eV) = -8.2 / -8.5
- total charge = 0
- Kohn-Sham gap (spin up / spin down) (eV) = 6.855 / 8.369
- LUMO energy (spin up / spin down) (eV) = -1.3727 / -0.1504

***

b) Computed, not measured: the molecule CH3BrP2, with the ωB97M-V functional and the def2-TZVPD basis.

Geometry (Å):
C1 -2.23 0.40 0.44
P1 -1.16 0.62 -0.83
P2 0.70 0.70 0.40
Br1 -4.42 -0.12 -0.16
H1 -2.37 0.35 1.51
H2 0.37 -0.49 1.03
H3 1.58 0.06 -0.45

- HOMO level (eV) = -9.3
- total charge = 0
- structure (SMILES) = [PH2]#P=CBr
- Kohn-Sham gap (eV) = 8.449
- LUMO energy (eV) = -0.8824

***

What should be chosen as the most stable of them? Choose b).

***

a) Computed, not measured: a cluster of 2 separate species, CH2OS2 in total, with the ωB97M-V functional and the def2-TZVPD basis.

Geometry (Å):
C1 0.14 -0.97 1.18
O1 0.58 1.93 -2.26
S1 -0.90 0.03 0.45
S2 -0.86 1.63 -2.21
H1 0.41 -1.92 0.74
H2 0.62 -0.69 2.11

- HOMO level (spin up / spin down) (eV) = -9.1 / -8.7
- total charge = 0
- structure (SMILES) = C=S.O=S
- Kohn-Sham gap (spin up / spin down) (eV) = 7.648 / 7.249
- LUMO energy (spin up / spin down) (eV) = -1.4353 / -1.4484

***

b) Computed, not measured: a structure of composition CH2OS2, with the ωB97M-V functional and the def2-TZVPD basis.

Geometry (Å):
C1 -0.24 -0.21 -0.35
H1 1.66 0.85 1.21
H2 -1.49 0.62 1.92
O1 -0.28 -0.74 -1.49
S1 1.23 -0.77 0.70
S2 -1.01 1.13 -0.02

- HOMO level (eV) = -9.7
- total charge = 0
- Kohn-Sham gap (eV) = 7.493
- LUMO energy (eV) = -2.2540

***

What should be chosen as the most stable of them? Choose a).

***

a) Computed, not measured: a structure of composition CH2OS2, with the ωB97M-V functional and the def2-TZVPD basis.

Geometry (Å):
C1 -0.44 0.02 0.28
O1 -2.87 -0.13 0.10
S1 -1.85 1.28 -0.06
S2 -1.72 -1.36 -0.04
H1 0.18 -0.14 -0.67
H2 0.12 0.21 1.26

- HOMO level (eV) = -8.5
- total charge = 0
- Kohn-Sham gap (eV) = 7.690
- LUMO energy (eV) = -0.7991

***

b) Computed, not measured: the molecule CH2OS2, with the ωB97M-V functional and the def2-TZVPD basis.

Geometry (Å):
C1 0.27 0.17 -0.35
O1 1.03 1.82 -2.11
S1 -0.01 1.80 -1.10
S2 1.78 -0.44 -1.05
H1 0.16 0.38 0.71
H2 -0.41 -0.54 -0.84

- HOMO level (spin up / spin down) (eV) = -9.5 / -8.8
- total charge = 0
- Kohn-Sham gap (spin up / spin down) (eV) = 8.519 / 6.685
- LUMO energy (spin up / spin down) (eV) = -1.0210 / -2.1070

***

What should be chosen as the most stable of them? Choose a).

***

a) Computed, not measured: a structure of composition C6H9NO2S2, with the ωB97M-V functional and the def2-TZVPD basis.

Geometry (Å):
C1 1.68 2.05 0.49
C2 0.70 0.23 -0.99
C3 0.51 -2.73 -1.75
C4 -0.82 2.66 2.16
C5 -0.56 -1.68 -1.75
C6 0.64 1.23 0.09
N1 2.58 2.79 0.64
O1 1.47 0.21 -1.91
O2 -0.36 -0.65 -0.81
S1 -1.43 -0.52 3.04
S2 -0.83 1.31 1.01
H1 0.19 -3.44 -2.59
H2 1.40 -2.11 -1.96
H3 0.70 -3.15 -0.73
H4 -1.81 2.93 2.36
H5 -0.37 3.50 1.64
H6 -0.09 2.30 2.86
H7 -1.53 -2.09 -1.45
H8 -0.85 -1.17 -2.72
H9 -1.22 -1.67 2.36

- HOMO level (spin up / spin down) (eV) = -9.3 / -8.8
- total charge = 0
- Kohn-Sham gap (spin up / spin down) (eV) = 7.240 / 6.796
- LUMO energy (spin up / spin down) (eV) = -2.0894 / -2.0043

***

b) Computed, not measured: a cluster of 2 separate species, C6H9NO2S2 in total, with the ωB97M-V functional and the def2-TZVPD basis.

Geometry (Å):
C1 2.57 0.74 0.32
C2 1.92 0.10 1.42
C3 2.19 0.47 -0.99
C4 0.96 -0.88 1.17
C5 1.08 -0.43 -1.27
C6 0.56 -1.20 -0.13
N1 -2.37 -0.42 0.95
O1 -1.05 0.97 -0.39
O2 -3.36 1.42 -0.71
S1 -0.70 -2.21 -0.35
S2 -2.22 0.21 -0.60
H1 3.31 1.52 0.50
H2 2.22 0.52 2.38
H3 2.64 1.06 -1.71
H4 0.35 -1.40 1.92
H5 0.18 0.03 -1.68
H6 1.36 -1.01 -2.14
H7 -2.35 0.51 1.46
H8 -3.17 -0.98 0.96
H9 -4.10 0.98 -1.13

- HOMO level (spin up / spin down) (eV) = -7.7 / -7.7
- total charge = 0
- Kohn-Sham gap (spin up / spin down) (eV) = 7.053 / 7.055
- LUMO energy (spin up / spin down) (eV) = -0.6824 / -0.6817

***

What should be chosen as the most stable of them? Choose b).

***

a) Computed, not measured: a cluster of 2 separate species, C7H8N2O2 in total, with the ωB97M-V functional and the def2-TZVPD basis.

Geometry (Å):
C1 1.79 0.63 0.60
C2 0.01 0.19 -2.48
C3 3.64 -0.73 -0.38
C4 2.57 -0.12 -0.05
C5 -1.75 -0.51 1.61
C6 -2.42 -0.26 0.21
C7 -0.82 0.55 -1.33
N1 0.89 1.20 1.29
N2 0.69 -0.04 -3.35
O1 -0.86 1.73 -0.97
O2 -1.51 -0.50 -0.86
H1 4.18 -0.45 -1.19
H2 3.86 -1.74 -0.11
H3 -1.40 -1.51 1.85
H4 -0.84 0.04 1.57
H5 -2.35 -0.41 2.50
H6 -2.79 0.82 0.22
H7 -3.38 -0.87 -0.01
H8 0.49 1.99 0.88

- HOMO level (eV) = -9.0
- total charge = 0
- structure (SMILES) = CCOC(=O)C#N.C=C=C=N
- Kohn-Sham gap (eV) = 8.441
- LUMO energy (eV) = -0.5344

***

b) Computed, not measured: the molecule C7H8N2O2, with the ωB97M-V functional and the def2-TZVPD basis.

Geometry (Å):
C1 1.53 -2.12 -0.07
C2 0.01 -2.95 1.18
C3 0.62 -1.10 0.16
C4 0.66 0.14 -0.54
C5 -0.15 2.65 -0.69
C6 -1.40 1.98 -1.14
C7 -0.39 1.17 -0.26
N1 1.17 -3.28 0.59
N2 -0.35 -1.65 1.00
O1 1.59 0.34 -1.30
O2 -0.86 0.98 1.07
H1 2.35 -2.03 -0.79
H2 -0.59 -3.66 1.76
H3 0.75 2.55 -1.22
H4 -0.02 3.28 0.20
H5 -2.32 2.09 -0.67
H6 -1.37 1.73 -2.21
H7 -1.15 -1.22 1.27
H8 -0.08 1.08 1.67

- HOMO level (eV) = -9.1
- total charge = 0
- structure (SMILES) = O=C(c1cnc[nH]1)C1(O)CC1
- Kohn-Sham gap (eV) = 9.435
- LUMO energy (eV) = 0.2859

***

c) Computed, not measured: the molecule C7H8N2O2, with the ωB97M-V functional and the def2-TZVPD basis.

Geometry (Å):
C1 -1.56 2.91 0.06
C2 -1.31 3.01 1.38
C3 -0.55 1.02 0.75
C4 -0.41 -0.90 -0.39
C5 -1.08 1.66 -0.42
C6 -0.68 -0.28 -1.57
C7 1.50 -2.30 -0.47
N1 -0.78 1.86 1.83
N2 0.23 -1.94 0.05
O1 -1.09 1.02 -1.66
O2 -0.72 -0.94 -2.79
H1 -2.17 3.54 -0.56
H2 -1.51 3.79 2.09
H3 1.54 -1.70 -1.28
H4 2.21 -2.23 0.27
H5 1.64 -3.38 -0.70
H6 -0.63 1.69 2.77
H7 -0.26 -2.46 0.90
H8 -1.14 -0.31 -3.37

- HOMO level (eV) = -7.4
- total charge = 0
- Kohn-Sham gap (eV) = 8.093
- LUMO energy (eV) = 0.6968

***

What should be chosen as the most stable of them? Choose b).